[1]
Formula: C4H12NS
Source: the OMol25 dataset
Level of theory: ωB97M-V/def2-TZVPD

Results
LUMO level in eV: -7.9
Total charge: +1
Total energy in eV: -16656.77166
HOMO-LUMO gap in eV: 4.77

Positions of all 18 atoms, in Å:
C -2.3059 1.0246 -1.0088
C -2.6669 -0.2147 -0.2225
C -3.6590 -0.2448 0.6572
C 0.8834 -0.2212 0.7094
S 1.1240 1.2901 0.0588
N 4.6723 -1.1962 -0.0801
H -1.9848 0.7435 -2.0116
H -1.3972 1.4220 -0.5301
H -3.1214 1.7346 -0.9713
H -1.8352 -0.8865 0.0008
H -3.9887 -1.1571 1.1448
H -4.2206 0.6464 0.9189
H 0.0545 -0.2033 1.4171
H 1.8270 -0.7055 0.9530
H 2.4589 1.1089 0.1488
H 5.5690 -0.7302 -0.1301
H 3.9422 -0.5194 -0.2392
H 4.6485 -1.8912 -0.8152


[2]
Formula: C4H12NS
Source: the OMol25 dataset
Level of theory: ωB97M-V/def2-TZVPD

Results
LUMO level in eV: -8.6
Total charge: +1
Total energy in eV: -16655.24819
HOMO-LUMO gap in eV: 3.91

Positions of all 18 atoms, in Å:
C -2.7840 -0.0677 -0.4661
C -2.0044 -0.6498 0.6771
C -2.5063 -1.1088 1.8078
C 0.7117 0.4540 -0.3477
S -0.1605 1.2866 -1.5892
N 5.1717 -0.9987 1.3316
H -2.4345 0.9763 -0.4929
H -3.8485 -0.1106 -0.2785
H -2.4664 -0.6027 -1.3586
H -0.8907 -0.5972 0.5269
H -1.9455 -1.1930 2.7262
H -3.5480 -1.3973 1.8937
H 1.0409 1.2634 0.3084
H 1.5266 -0.1920 -0.6957
H 0.6976 2.2596 -1.9842
H 4.8804 -1.8802 1.7326
H 4.6358 -0.8074 0.4949
H 6.1464 -1.0456 1.0531


[3]
Formula: C4H12NS3
Source: the OMol25 dataset
Level of theory: ωB97M-V/def2-TZVPD

Results
LUMO level in eV: 3.1
Total charge: -1
Total energy in eV: -38339.70291
HOMO-LUMO gap in eV: 6.01

Positions of all 20 atoms, in Å:
C -0.5848 -1.0122 3.0286
C -1.4690 -0.8761 1.8020
S -0.5093 -0.7393 0.2542
N 0.2886 0.1471 3.2659
H 0.0367 -1.9046 2.8979
H -1.1495 -1.1800 3.9557
H -2.0739 0.0330 1.9330
H -2.1481 -1.7312 1.7395
H -0.3309 0.9223 3.4638
H 0.7194 0.3371 2.3709
C -0.7518 0.1440 -3.3101
S 0.1951 1.6445 -3.6363
S 2.1390 0.9201 -3.2576
C 2.1196 0.9584 -1.4619
H -0.4785 -0.6162 -4.0397
H -0.5795 -0.2012 -2.2962
H -1.8061 0.3874 -3.4438
H 1.4083 0.2378 -1.0516
H 3.0976 0.5925 -1.1517
H 1.8772 1.9365 -1.0628


[4]
Formula: C4H12O
Source: the OMol25 dataset
Level of theory: ωB97M-V/def2-TZVPD

Results
LUMO level in eV: 0.9
Total energy in eV: -6389.34103
HOMO-LUMO gap in eV: 11.26
SMILES: CCCC.O

Positions of all 17 atoms, in Å:
C 0.0140 1.8833 -1.1678
C 1.3649 -1.4738 -1.1742
C 0.0350 -0.7383 -1.2600
C 0.2561 0.5549 -0.4192
H 0.7630 1.9014 -1.9611
H -1.0281 1.8875 -1.4476
H 0.2678 2.6726 -0.4598
H 1.6209 -1.6880 -0.1392
H 1.4178 -2.4417 -1.6978
H 2.2477 -0.9687 -1.5837
H -0.6277 -0.6169 -2.1063
H -0.6555 -1.3903 -0.7095
H 1.1929 0.4815 0.1143
H -0.5088 0.5121 0.3669
H -2.2543 0.1597 3.4114
H -1.0199 -0.1994 4.2712
O -1.3751 -0.2211 3.3744


[5]
Formula: C4H12O
Source: the OMol25 dataset
Level of theory: ωB97M-V/def2-TZVPD

Results
LUMO level in eV: 0.9
Total energy in eV: -6389.58573
HOMO-LUMO gap in eV: 11.22
SMILES: CCO.CC

Positions of all 17 atoms, in Å:
C 1.0724 -0.9959 -2.8896
C 1.2983 -0.4152 -1.4821
H 0.8587 -0.1576 -3.5627
H 1.9668 -1.4856 -3.2518
H 0.1942 -1.6445 -2.9407
H 1.7958 -1.0616 -0.7591
H 0.3432 -0.0820 -1.0895
H 2.0009 0.4086 -1.5848
C -0.8024 0.5082 1.4667
C -1.6530 1.1629 2.5137
O 0.1751 -0.3446 2.0630
H -1.4336 -0.0550 0.7629
H -0.3388 1.2725 0.8238
H -1.0761 1.8062 3.1905
H 0.1567 -1.1648 1.5441
H -2.1572 0.4376 3.1376
H -2.4010 1.8109 2.0579


[6]
Formula: C4H12O2
Source: the OMol25 dataset
Level of theory: ωB97M-V/def2-TZVPD

Results
LUMO level in eV: 0.8
Total energy in eV: -8436.73096
HOMO-LUMO gap in eV: 10.26
SMILES: C=C(C)C.O.O

Positions of all 18 atoms, in Å:
C -0.7495 -1.4570 1.0946
C 0.1913 -0.3313 1.4045
C 1.3988 -0.3112 0.8507
C -0.1344 0.6672 2.4815
H -0.4778 -1.9217 0.1445
H -1.7804 -1.1191 0.9650
H -0.7168 -2.2018 1.8846
H 2.1257 0.4006 1.2235
H 1.6978 -0.9378 0.0102
H 0.2190 1.6558 2.2146
H 0.2593 0.3493 3.4319
H -1.2085 0.7024 2.6468
H 3.8307 -0.1084 -2.3219
H 3.6827 -0.2568 -0.7340
O 4.2566 -0.0464 -1.4688
H -4.2851 1.2481 -5.2994
H -4.4246 1.8162 -3.8618
O -3.8849 1.8519 -4.6666


[7]
Formula: C4H12O2
Source: the OMol25 dataset
Level of theory: ωB97M-V/def2-TZVPD

Results
LUMO level in eV: -0.9
Total energy in eV: -8432.52861
HOMO-LUMO gap in eV: 7.71

Positions of all 18 atoms, in Å:
C 2.0085 -0.5987 -0.6628
C 0.4328 -0.5469 -0.8250
C -0.3302 -1.0192 0.3505
C -1.7853 -1.4768 -0.0757
H 2.3586 -1.6306 -0.6317
H 2.5665 0.0606 -1.4209
H 2.2512 -0.2242 0.2722
H 0.0494 -0.4339 -1.7866
H 0.1409 -1.7132 1.1088
H -1.7558 -2.5767 -0.2657
H -2.4392 -1.1169 0.7814
H -2.0354 -0.9404 -1.0218
H -1.8109 1.7397 1.3279
H 0.0427 2.3047 0.7691
O -1.1503 1.3801 0.7030
H -0.0287 0.2314 0.0520
H 0.5666 3.7252 0.6034
O 0.9188 2.8358 0.7219


[8]
Formula: C4H12O2
Source: the OMol25 dataset
Level of theory: ωB97M-V/def2-TZVPD

Results
LUMO level in eV: 1.1
Total energy in eV: -8434.54104
HOMO-LUMO gap in eV: 10.38
SMILES: COC.COC

Positions of all 18 atoms, in Å:
O 9.8367 -0.6108 -6.4059
C 10.8907 -1.4264 -7.0283
C 9.1354 0.0017 -7.4649
H 11.5498 -1.8444 -6.2490
H 11.5030 -0.8262 -7.7222
H 10.4376 -2.2604 -7.5903
H 8.4970 -0.7461 -7.9647
H 9.8238 0.4320 -8.2116
H 8.4924 0.8079 -7.0734
O 9.8925 -1.9000 -4.6705
C 9.5495 -3.0686 -3.9828
C 11.2494 -1.5841 -4.3822
H 9.9548 -3.0970 -2.9573
H 9.9680 -3.9168 -4.5501
H 8.4540 -3.1859 -3.9315
H 11.9145 -2.3936 -4.7271
H 11.4815 -1.3638 -3.3266
H 11.4527 -0.6817 -4.9829


[9]
Formula: C4H12O2
Source: the OMol25 dataset
Level of theory: ωB97M-V/def2-TZVPD

Results
LUMO level in eV: 0.8
Total energy in eV: -8436.63611
HOMO-LUMO gap in eV: 9.73
SMILES: C/C=C/C.O.O

Positions of all 18 atoms, in Å:
C 0.6361 0.3028 -0.3540
C -0.4175 0.0478 0.4098
C -1.0534 -1.3282 0.4173
C 1.2995 1.6357 -0.4754
H 1.0839 -0.5013 -0.9258
H -0.7046 0.6879 1.2337
H -0.5266 -1.9246 -0.3327
H -0.8536 -1.7946 1.3810
H -2.0939 -1.3288 0.1033
H 0.6823 2.4127 -0.0540
H 1.3296 1.8901 -1.5408
H 2.3172 1.6937 -0.0944
H 2.2581 -2.2725 -0.0312
H 2.0300 -2.3503 1.4567
O 2.6166 -1.9518 0.8038
H -2.2472 2.0223 -0.4673
H -3.6355 1.4763 -0.6667
O -2.7210 1.2828 -0.8630


[10]
Formula: C4H12O2
Source: the OMol25 dataset
Level of theory: ωB97M-V/def2-TZVPD

Results
LUMO level in eV: 0.7
Total energy in eV: -8436.57308
HOMO-LUMO gap in eV: 10.70
SMILES: CC[C@H](C)O.O

Positions of all 18 atoms, in Å:
C -0.1545 -0.4901 -2.0461
C -0.3117 -0.2612 -0.5287
C 1.1066 -0.0141 0.0694
C 1.2164 0.3163 1.5545
O 1.6729 1.1107 -0.6519
H 0.1040 -1.5692 -2.3038
H 0.7431 0.0199 -2.4661
H -0.9539 -0.1648 -2.7134
H -1.0653 0.5044 -0.2630
H -0.8007 -1.1572 -0.0845
H 1.8775 -0.7678 -0.1084
H 1.6183 1.2810 1.8546
H 0.2676 0.3081 2.0512
H 1.9308 -0.3285 2.0783
H 2.5883 1.0012 -0.3418
H -3.5283 0.4231 0.6132
H -3.0880 0.1024 2.0994
O -3.2230 -0.3145 1.1872


[11]
Formula: C4H12O2
Source: the OMol25 dataset
Level of theory: ωB97M-V/def2-TZVPD

Results
<S²>: 0.75
LUMO level (alpha / beta) in eV: -4.6 / -8.1
Total charge: +1
Spin multiplicity: 2
Total energy in eV: -8428.16125
HOMO-LUMO gap (alpha / beta) in eV: 10.18 / 6.71

Positions of all 18 atoms, in Å:
C 0.6364 -0.2979 0.0740
C -0.3706 0.8094 -0.0623
C -0.4251 1.6290 -1.2127
C -1.4416 0.9982 0.9209
H 1.2005 -0.5478 -0.8160
H 1.4159 0.0997 0.7342
H 0.2084 -1.1408 0.6191
H -1.2049 2.3763 -1.1131
H 0.1114 1.5560 -2.1456
H -1.5818 2.0766 1.0051
H -2.4291 0.6309 0.6031
H -1.2070 0.4579 1.8383
H -2.3128 -1.7753 0.1741
H -2.6150 -2.3925 1.4952
O -1.8713 -2.0086 1.0132
H 3.9324 -0.8103 -0.2629
H 4.3256 -1.0122 -1.7143
O 3.6286 -0.6486 -1.1501


[12]
Formula: C4H12O2S2
Source: the OMol25 dataset
Level of theory: ωB97M-V/def2-TZVPD

Results
LUMO level in eV: 0.7
Total energy in eV: -30107.80124
HOMO-LUMO gap in eV: 9.05
SMILES: CSSCCCO.O

Positions of all 20 atoms, in Å:
C 0.0300 1.1265 -0.6363
C -0.9444 2.0820 -1.3023
O -1.3764 3.0522 -0.3394
C -0.6572 0.2594 0.4053
S 0.5808 -0.4111 1.5260
S -0.4327 -1.1624 3.1276
C -1.2679 -2.6451 2.5340
H 0.5117 0.5507 -1.4348
H 0.8141 1.7543 -0.2123
H -0.4047 2.5592 -2.1305
H -1.8344 1.5449 -1.6231
H -1.3054 3.9462 -0.6988
H -1.2780 -0.4782 -0.0996
H -1.3453 0.8784 0.9872
H -0.5667 -3.4523 2.4222
H -2.0372 -2.8641 3.2901
H -1.8463 -2.4410 1.6301
H 4.3927 -1.3063 -3.2527
H 4.8365 -1.3464 -1.8005
O 4.1307 -1.6469 -2.3921


[13]
Formula: C4H12O2Sn
Source: the OMol25 dataset
Level of theory: ωB97M-V/def2-TZVPD

Results
LUMO level in eV: -12.0
Total charge: +2
Total energy in eV: -14248.20498
HOMO-LUMO gap in eV: 6.21

Positions of all 19 atoms, in Å:
Sn 2.2724 2.2918 -0.3908
C -2.5393 0.8910 -2.0640
C -1.5328 1.7258 -1.2785
O -0.3004 0.9698 -1.1403
H -3.4866 1.4302 -2.0756
H -2.6069 -0.1359 -1.7047
H -2.2305 0.8352 -3.1079
H -1.9957 1.9357 -0.3143
H -1.4040 2.6282 -1.8762
H -0.5449 0.0504 -1.0115
C 0.9362 -1.5349 2.3665
C 1.7659 -1.4832 1.0512
O 2.5188 -0.3359 0.9600
H 0.4688 -2.5174 2.4311
H 0.1130 -0.8227 2.4233
H 1.5727 -1.4054 3.2419
H 1.2087 -1.6138 0.1235
H 2.3863 -2.3791 1.0743
H 3.3984 -0.5298 1.2920